[1]
Here is the molecule C5H9NOS in a non-equilibrium geometry from the OMol25 dataset. Energies are from the ωB97M-V functional and the def2-TZVPD basis.

Geometry (Å):
S -2.039 -1.761 -0.119
O -1.175 1.977 0.021
N -0.300 -1.402 0.060
C -2.448 0.015 0.218
C 1.480 0.219 -0.255
C 2.444 -0.919 0.155
C -0.009 -0.176 -0.220
C -1.251 0.708 -0.351
H -3.247 0.521 -0.431
H -1.216 2.091 1.048
H 2.289 -1.853 -0.355
H -2.554 0.138 1.296
H 1.704 1.042 0.546
H 2.379 -1.115 1.250
H -1.347 0.757 -1.421
H 3.554 -0.731 -0.189
H 1.735 0.489 -1.254

Computed properties:
- Relative energy (zero: lowest compared OMol25 entry of this formula, charge and spin): 225.2 kJ/mol
- HOMO: -8.602 eV
- SMILES string: CCC1=NSC[C@H]1O
- Spin multiplicity: 1
- LUMO energy: 0.63 eV

---

[2]
Here is the molecule C5H9NOS in a non-equilibrium geometry from the OMol25 dataset. Energies are from the ωB97M-V functional and the def2-TZVPD basis.

Geometry (Å):
S -1.801 1.670 0.588
O -2.261 -1.373 -0.558
N -0.488 -1.352 0.942
C 1.860 -0.439 0.694
C -0.602 0.418 -0.132
C -1.323 -0.891 0.012
C 0.404 -0.096 1.037
C -0.160 0.726 -1.578
H 0.343 0.449 2.023
H 0.078 -0.232 -2.068
H 0.794 1.185 -1.523
H 2.533 0.413 1.036
H -0.935 1.195 -2.204
H -1.871 2.391 -0.531
H 1.729 -0.526 -0.408
H -0.450 -2.114 1.622
H 2.150 -1.424 1.049

Computed properties:
- Relative energy (zero: lowest compared OMol25 entry of this formula, charge and spin): 147.4 kJ/mol
- HOMO: -9.083 eV
- SMILES string: C[C@@H]1NC(=O)[C@@]1(C)S
- Spin multiplicity: 1
- LUMO energy: 0.75 eV

---

[3]
Here is the molecule C5H9NOS in a non-equilibrium geometry from the OMol25 dataset. Energies are from the ωB97M-V functional and the def2-TZVPD basis.

Geometry (Å):
S 2.716 0.449 -0.339
O -0.180 -2.408 0.979
N 0.160 -0.447 -0.180
C -0.321 0.302 -1.406
C 1.319 -0.074 0.487
C -1.495 1.248 -1.083
C 1.286 -0.112 1.966
C -0.441 -1.697 0.050
H -1.027 2.108 -0.605
H -2.255 0.835 -0.330
H 0.253 -0.044 2.381
H 1.909 0.628 2.443
H -1.328 -1.709 -0.694
H -0.629 -0.480 -2.086
H 1.671 -1.095 2.231
H 0.459 0.915 -1.829
H -2.096 1.579 -1.985

Computed properties:
- Relative energy (zero: lowest compared OMol25 entry of this formula, charge and spin): 134.9 kJ/mol
- HOMO: -8.782 eV
- SMILES string: CCN(C=O)C(C)=S
- Spin multiplicity: 1
- LUMO energy: -0.38 eV

---

[4]
Here is the molecule C5H9NOS from the OMol25 dataset. Energies are from the ωB97M-V functional and the def2-TZVPD basis.

Geometry (Å):
S 2.098 -0.817 -0.046
O 0.506 2.113 -0.844
N 1.950 0.803 0.561
C -0.180 -2.371 -0.352
C -0.292 0.134 0.170
C -1.762 0.376 0.218
C 0.621 1.325 0.323
C 0.350 -1.009 -0.075
H -2.018 1.168 -0.483
H 0.989 2.938 -0.731
H 2.676 1.383 0.151
H -1.262 -2.393 -0.262
H -2.055 0.700 1.218
H 0.352 1.935 1.205
H 0.249 -3.087 0.347
H -2.321 -0.519 -0.039
H 0.097 -2.679 -1.360

Computed properties:
- Relative energy (zero: lowest compared OMol25 entry of this formula, charge and spin): 126.0 kJ/mol
- HOMO: -7.577 eV
- SMILES string: CC1=C(C)[C@H](O)NS1
- Spin multiplicity: 1
- LUMO energy: 0.70 eV

---

[5]
Here is the molecule C5H9NOS in a non-equilibrium geometry from the OMol25 dataset. Energies are from the ωB97M-V functional and the def2-TZVPD basis.

Geometry (Å):
S -1.339 -0.586 0.641
O -1.606 0.117 1.889
N 0.170 0.248 -0.052
C 1.476 -0.580 1.881
C -0.041 0.738 -1.399
C -1.532 0.506 -1.750
C 1.363 -0.383 0.306
C -2.291 0.046 -0.775
H -3.367 -0.285 -1.029
H 1.421 0.368 2.354
H 0.735 -1.288 2.227
H -1.944 0.975 -2.629
H 1.594 -1.272 -0.258
H 2.470 -1.140 2.138
H 0.561 0.317 -2.209
H 0.073 1.801 -1.311
H 2.256 0.415 -0.024

Computed properties:
- Relative energy (zero: lowest compared OMol25 entry of this formula, charge and spin): 326.7 kJ/mol
- HOMO: -8.632 eV
- Spin multiplicity: 1
- LUMO energy: 0.81 eV

---

[6]
Here is a structure of composition C5H9NOS in a non-equilibrium geometry from the OMol25 dataset. Energies are from the ωB97M-V functional and the def2-TZVPD basis.

Geometry (Å):
S 1.158 1.111 -0.224
O 0.681 -1.289 -0.021
N 1.394 0.457 1.497
C 0.334 -0.242 -0.830
C 1.139 -0.812 1.269
C -1.206 0.289 -0.705
C -2.308 -0.640 -1.386
C -1.484 0.179 0.857
H -1.410 1.282 1.251
H -1.803 -0.998 -2.287
H -0.975 -0.737 1.345
H -2.755 -0.073 1.044
H -2.790 -1.659 -0.703
H 0.961 -1.593 2.166
H -1.066 1.165 -1.240
H 0.508 -0.609 -1.927
H -3.257 -0.082 -1.603

Computed properties:
- Relative energy (zero: lowest compared OMol25 entry of this formula, charge and spin): 492.8 kJ/mol
- HOMO: -8.478 eV
- Spin multiplicity: 1
- LUMO energy: 0.74 eV

---

[7]
Here is the molecule C5H9NOS in a non-equilibrium geometry from the OMol25 dataset. Energies are from the ωB97M-V functional and the def2-TZVPD basis.

Geometry (Å):
S -2.200 -0.671 -0.861
O 0.888 -0.466 -1.009
N 0.292 -1.675 -1.429
C 1.211 1.448 0.260
C 0.276 0.267 0.122
C -1.148 0.670 -0.348
C -1.000 -1.811 -1.382
C 0.253 -0.612 1.393
H 2.229 1.076 0.296
H -1.005 1.359 -1.199
H -1.694 1.254 0.420
H -1.353 -2.727 -1.798
H -0.025 -1.663 1.239
H 1.157 2.078 -0.656
H -0.311 -0.083 2.146
H 1.062 2.163 1.062
H 1.369 -0.605 1.742

Computed properties:
- Relative energy (zero: lowest compared OMol25 entry of this formula, charge and spin): 244.4 kJ/mol
- HOMO: -8.772 eV
- SMILES string: CC1(C)CSC=NO1
- Spin multiplicity: 1
- LUMO energy: 0.67 eV

---

[8]
Here is the molecule C5H9NOS in a non-equilibrium geometry from the OMol25 dataset. Energies are from the ωB97M-V functional and the def2-TZVPD basis.

Geometry (Å):
S -2.591 0.535 0.213
O 1.663 1.045 -2.195
N 1.888 -0.869 0.832
C -1.194 -0.281 0.593
C 2.255 0.406 -1.093
C -1.135 -1.127 1.812
C 1.236 -0.226 -0.146
C -0.105 -0.055 -0.334
H 2.210 1.804 -2.484
H 1.467 -1.184 1.675
H -0.385 0.486 -1.250
H 2.882 -0.441 -1.339
H 2.922 -0.983 0.785
H -0.584 -2.052 1.660
H 2.900 1.132 -0.506
H -2.174 -1.305 2.132
H -0.648 -0.592 2.659

Computed properties:
- Relative energy (zero: lowest compared OMol25 entry of this formula, charge and spin): 171.7 kJ/mol
- HOMO: -7.736 eV
- SMILES string: CC(=S)/C=C(\N)CO
- Spin multiplicity: 1
- LUMO energy: 0.17 eV

---

Copy entry 4 word for word.
Here is the molecule C5H9NOS from the OMol25 dataset. Energies are from the ωB97M-V functional and the def2-TZVPD basis.

Geometry (Å):
S 2.098 -0.817 -0.046
O 0.506 2.113 -0.844
N 1.950 0.803 0.561
C -0.180 -2.371 -0.352
C -0.292 0.134 0.170
C -1.762 0.376 0.218
C 0.621 1.325 0.323
C 0.350 -1.009 -0.075
H -2.018 1.168 -0.483
H 0.989 2.938 -0.731
H 2.676 1.383 0.151
H -1.262 -2.393 -0.262
H -2.055 0.700 1.218
H 0.352 1.935 1.205
H 0.249 -3.087 0.347
H -2.321 -0.519 -0.039
H 0.097 -2.679 -1.360

Computed properties:
- Relative energy (zero: lowest compared OMol25 entry of this formula, charge and spin): 126.0 kJ/mol
- HOMO: -7.577 eV
- SMILES string: CC1=C(C)[C@H](O)NS1
- Spin multiplicity: 1
- LUMO energy: 0.70 eV